(1)
{
  "formula": "C3H3CoO3",
  "method": "the ωB97M-V functional and the def2-TZVPD basis",
  "e_homo_ha": [-0.72298, -0.76093],
  "s_squared": 6.017,
  "e_lumo_ha": [-0.411, -0.530],
  "total_charge": 2,
  "spin_multiplicity": 5,
  "orbital_gap_ev": [8.481, 6.288],
  "symbols": ["O", "O", "C", "O", "C", "H", "C", "H", "H", "Co"],
  "positions_angstrom": [[1.612, -1.192, -0.251], [-2.040, 0.040, -1.648], [-1.184, -0.043, -0.727], [-0.531, 1.065, -0.451], [0.560, 0.858, 0.453], [0.305, 1.231, 1.459], [1.027, -0.566, 0.597], [0.742, -1.029, 1.567], [1.403, 1.462, 0.087], [-1.895, -1.827, -1.086]],
  "nbo_charge": [0.022, -0.545, 0.300, -0.372, -0.165, 0.282, 0.397, 0.335, 0.311, 1.434]
}

(2)
{
  "formula": "C3H3CrO2",
  "method": "the ωB97M-V functional and the def2-TZVPD basis",
  "e_homo_ha": [-0.09231, -0.03769],
  "s_squared": 6.373,
  "e_lumo_ha": [0.126, 0.134],
  "total_charge": -1,
  "spin_multiplicity": 5,
  "orbital_gap_ev": [5.935, 4.670],
  "symbols": ["O", "Cr", "O", "C", "C", "C", "H", "H", "H"],
  "positions_angstrom": [[-1.710, 0.307, 1.652], [2.338, -0.261, 0.299], [0.780, 0.204, -0.715], [-0.374, -0.288, -0.327], [-1.177, 0.337, 0.579], [-1.672, -0.129, -1.396], [-1.543, -1.005, -2.051], [-1.582, 0.773, -2.017], [-2.715, -0.261, -1.069]],
  "nbo_charge": [-0.559, -0.106, -0.882, 0.105, 0.523, -0.685, 0.192, 0.199, 0.213]
}

(3)
{
  "formula": "C3H3CsLiO3",
  "method": "the ωB97M-V functional and the def2-TZVPD basis",
  "e_homo_ha": -0.43384,
  "e_lumo_ha": -0.147,
  "total_charge": 1,
  "orbital_gap_ev": 7.813,
  "symbols": ["O", "C", "O", "Cs", "O", "Li", "C", "H", "H", "C", "H"],
  "positions_angstrom": [[-1.526, 0.611, -0.959], [-0.469, 0.843, -0.370], [-0.378, 1.340, 0.813], [2.500, 3.073, 1.527], [0.704, 0.361, -0.739], [-1.366, 2.626, -1.192], [0.596, -1.544, -0.516], [0.107, -1.802, -1.454], [-0.170, -0.698, 1.310], [0.261, -1.943, 0.676], [-0.260, -2.868, 0.904]],
  "nbo_charge": [-0.785, 0.831, -0.835, 0.997, -0.681, 0.977, 0.120, 0.249, 0.301, -0.445, 0.270]
}

(4)
{
  "formula": "C3H3CsO3",
  "method": "the ωB97M-V functional and the def2-TZVPD basis",
  "e_homo_ha": [-0.37902, -0.50501],
  "s_squared": 0.754,
  "e_lumo_ha": [-0.138, -0.139],
  "total_charge": 1,
  "spin_multiplicity": 2,
  "orbital_gap_ev": [6.545, 9.971],
  "symbols": ["C", "C", "O", "C", "O", "H", "H", "H", "O", "Cs"],
  "positions_angstrom": [[-1.559, -0.556, 0.190], [-1.076, 0.555, -0.643], [0.245, 0.663, -0.552], [0.965, -0.626, 0.433], [0.039, -1.428, 0.691], [-1.906, -0.243, 1.184], [-1.566, 0.871, -1.567], [-2.035, -1.375, -0.364], [1.960, -0.291, 1.004], [4.934, 2.431, -0.375]],
  "nbo_charge": [-0.096, 0.122, -0.588, 1.011, -0.536, 0.233, 0.190, 0.235, -0.570, 0.999]
}

(5)
{
  "formula": "C3H3CuO2",
  "method": "the ωB97M-V functional and the def2-TZVPD basis",
  "e_homo_ha": [-0.54782, -0.54812],
  "s_squared": 0.768,
  "e_lumo_ha": [-0.165, -0.265],
  "total_charge": 1,
  "spin_multiplicity": 2,
  "orbital_gap_ev": [10.428, 7.700],
  "symbols": ["O", "C", "O", "Cu", "C", "C", "H", "H", "H"],
  "positions_angstrom": [[0.061, 0.475, 0.081], [3.584, -0.177, -0.319], [4.604, -0.636, -0.340], [1.682, 0.628, 0.358], [-1.060, -0.225, 0.106], [-2.299, 0.280, -0.015], [-0.936, -1.316, 0.195], [-3.161, -0.386, 0.032], [-2.475, 1.355, -0.098]],
  "nbo_charge": [-0.707, 0.443, -0.350, 0.909, 0.225, -0.169, 0.186, 0.234, 0.229]
}

(6)
{
  "formula": "C3H3F2I",
  "method": "the ωB97M-V functional and the def2-TZVPD basis",
  "e_homo_ha": [-0.19864, -0.37321],
  "s_squared": 2.006,
  "e_lumo_ha": [0.027, -0.131],
  "total_charge": 0,
  "spin_multiplicity": 3,
  "orbital_gap_ev": [6.144, 6.598],
  "symbols": ["C", "C", "C", "F", "F", "I", "H", "H", "H"],
  "positions_angstrom": [[-0.100, -0.534, 0.706], [0.554, -0.293, -0.713], [-0.646, 0.526, -0.087], [-2.034, 0.508, -0.617], [-0.432, 1.808, 0.185], [2.438, 0.511, -0.397], [-0.677, -1.366, 0.841], [0.429, -0.305, 1.662], [0.469, -0.855, -1.580]],
  "nbo_charge": [-0.464, -0.642, 0.693, -0.370, -0.314, 0.397, 0.240, 0.221, 0.238]
}

(7)
{
  "formula": "C3H3F2IO",
  "method": "the ωB97M-V functional and the def2-TZVPD basis",
  "e_homo_ha": [-0.33160, -0.33839],
  "e_lumo_ha": [-0.055, -0.042],
  "total_charge": 0,
  "orbital_gap_ev": [7.517, 8.067],
  "symbols": ["C", "C", "C", "O", "F", "F", "I", "H", "H", "H"],
  "positions_angstrom": [[0.307, -0.755, 0.833], [0.015, 0.203, -0.041], [-2.454, -0.620, 0.752], [0.300, -0.719, 2.092], [-3.313, 0.458, 0.604], [-2.782, -1.430, -0.237], [-2.067, -1.309, 2.553], [0.643, -1.614, 0.302], [-0.014, 1.233, 0.336], [0.164, -0.096, -1.026]],
  "nbo_charge": [0.197, -0.416, 0.470, -0.638, -0.341, -0.319, 0.510, 0.119, 0.215, 0.204]
}

(8)
{
  "formula": "C3H3F2NS2",
  "method": "the ωB97M-V functional and the def2-TZVPD basis",
  "e_homo_ha": -0.31671,
  "e_lumo_ha": -0.047,
  "total_charge": 0,
  "orbital_gap_ev": 7.351,
  "smiles": "FC(F)C(=S)NC=S",
  "symbols": ["F", "C", "F", "C", "S", "N", "C", "S", "H", "H", "H"],
  "positions_angstrom": [[2.051, 0.351, 1.233], [1.631, 0.428, -0.057], [1.908, -0.802, -0.635], [0.144, 0.695, -0.107], [-0.337, 2.289, -0.162], [-0.569, -0.488, -0.083], [-1.904, -0.776, 0.086], [-3.168, 0.260, 0.233], [2.257, 1.215, -0.532], [0.016, -1.312, 0.019], [-2.030, -1.860, 0.004]],
  "nbo_charge": [-0.328, 0.501, -0.356, 0.010, 0.046, -0.587, -0.104, 0.025, 0.176, 0.420, 0.198]
}

(9)
{
  "formula": "C3H3F2O2",
  "method": "the ωB97M-V functional and the def2-TZVPD basis",
  "e_homo_ha": -0.05560,
  "e_lumo_ha": 0.122,
  "total_charge": -1,
  "orbital_gap_ev": 4.831,
  "symbols": ["C", "C", "C", "O", "O", "F", "F", "H", "H", "H"],
  "positions_angstrom": [[-3.650, 0.832, 0.182], [1.897, 1.050, -0.086], [0.472, 1.319, -0.708], [-3.485, 1.027, 1.295], [-3.881, 0.609, -0.968], [-0.353, 0.168, -0.471], [-0.232, 2.292, 0.102], [2.251, 2.035, 0.342], [2.078, 0.295, 0.787], [2.717, 0.810, -0.818]],
  "nbo_charge": [1.044, -0.745, 0.169, -0.501, -0.545, -0.470, -0.474, 0.193, 0.144, 0.185]
}

(10)
{
  "formula": "C3H3F3",
  "method": "the ωB97M-V functional and the def2-TZVPD basis",
  "e_homo_ha": -0.40436,
  "e_lumo_ha": 0.039,
  "total_charge": 0,
  "orbital_gap_ev": 12.060,
  "smiles": "F[C@H]1[C@H](F)[C@H]1F",
  "symbols": ["F", "C", "C", "F", "C", "F", "H", "H", "H"],
  "positions_angstrom": [[-1.210, 0.471, 1.448], [-0.756, -0.216, 0.362], [0.025, 0.562, -0.657], [-0.149, 0.274, -1.980], [0.722, -0.416, 0.221], [1.545, 0.081, 1.177], [-1.437, -1.027, 0.053], [0.177, 1.627, -0.430], [1.083, -1.357, -0.196]],
  "nbo_charge": [-0.323, 0.130, 0.118, -0.328, 0.130, -0.320, 0.195, 0.204, 0.193]
}

(11)
{
  "formula": "C3H3F3N",
  "method": "the ωB97M-V functional and the def2-TZVPD basis",
  "e_homo_ha": -0.67601,
  "e_lumo_ha": -0.166,
  "total_charge": 1,
  "orbital_gap_ev": 13.870,
  "smiles": "CC#[N+]C(F)(F)F",
  "symbols": ["C", "C", "N", "C", "F", "F", "F", "H", "H", "H"],
  "positions_angstrom": [[0.014, -0.143, -0.219], [1.334, -0.076, -0.005], [2.465, -0.056, 0.236], [4.172, 0.024, 0.060], [4.714, 0.693, 1.016], [4.320, 0.666, -1.037], [4.459, -1.202, 0.002], [-0.459, -0.611, 0.662], [-0.360, -0.815, -0.990], [-0.283, 0.843, -0.283]],
  "nbo_charge": [-0.793, 0.659, -0.364, 1.231, -0.229, -0.241, -0.226, 0.328, 0.330, 0.306]
}

(12)
{
  "formula": "C3H3F3NO4S2",
  "method": "the ωB97M-V functional and the def2-TZVPD basis",
  "e_homo_ha": -0.21309,
  "e_lumo_ha": 0.129,
  "total_charge": -1,
  "orbital_gap_ev": 9.297,
  "smiles": "C=CS(=O)(=O)O[S@](#N)([O-])C(F)(F)F",
  "symbols": ["C", "C", "S", "O", "O", "O", "S", "N", "O", "C", "F", "F", "F", "H", "H", "H"],
  "positions_angstrom": [[-0.879, -2.370, -0.915], [-0.397, -1.176, -0.693], [1.324, -0.872, -0.493], [1.975, -0.651, -1.771], [1.844, -1.971, 0.293], [1.298, 0.484, 0.295], [0.152, 0.995, 1.560], [0.709, 1.584, 2.775], [-0.750, -0.132, 1.445], [-0.432, 2.255, 0.273], [0.482, 3.245, 0.085], [-1.439, 2.884, 0.871], [-0.785, 1.857, -0.976], [-1.844, -2.556, -1.111], [-0.130, -3.193, -0.750], [-1.128, -0.384, -0.889]],
  "nbo_charge": [-0.373, -0.461, 2.379, -0.936, -0.947, -0.972, 1.940, -1.007, -0.969, 0.717, -0.337, -0.332, -0.333, 0.188, 0.203, 0.241]
}